Record 1
The following is a quantum chemistry calculation of a molecular structure, C22H19F5MnN3O2SSi, from OMol25.

Last column: Mulliken charge in e.
Atoms and positions in Å:
Mn (0.342500, 0.120711, 0.370725)  -0.30
O (-0.407245, -1.950318, 3.813277)  -0.71
C (-0.346002, -1.442430, 2.711919)  -0.04
N (0.687908, -0.774879, 2.113059)  0.06
C (1.883117, -0.523031, 2.723106)  0.15
O (2.283727, -0.842109, 3.824312)  -0.71
C (2.797369, 0.294535, 1.807743)  0.32
C (4.078361, 0.620481, 2.218858)  -0.55
C (4.886074, 1.330953, 1.346396)  -0.39
C (4.392261, 1.683606, 0.100376)  -0.70
C (3.097374, 1.321995, -0.235625)  -0.47
N (2.316193, 0.643715, 0.602610)  0.62
C (-1.543252, -1.516699, 1.774154)  0.28
C (-2.707497, -2.141596, 2.185607)  -0.39
C (-3.757680, -2.228927, 1.287147)  -0.58
C (-3.599254, -1.702502, 0.016087)  -0.59
C (-2.402757, -1.087473, -0.314604)  -0.57
N (-1.394025, -0.985267, 0.548056)  0.89
H (4.397986, 0.309265, 3.202286)  0.53
H (5.892025, 1.606833, 1.636530)  0.41
H (4.991207, 2.240454, -0.607004)  0.41
H (2.652596, 1.580011, -1.186192)  0.41
H (-2.751330, -2.539794, 3.188670)  0.53
H (-4.687342, -2.702783, 1.575624)  0.40
H (-4.393445, -1.747218, -0.716201)  0.45
H (-2.238384, -0.641992, -1.284215)  0.35
C (0.239579, -3.443102, -1.068263)  -1.03
Si (1.302370, -2.087548, -1.846308)  0.30
C (1.544141, -2.599432, -3.659105)  -1.13
C (3.011343, -2.233317, -1.046558)  -1.02
C (0.566958, -0.416334, -1.621290)  -0.85
H (0.705474, -4.422884, -1.199684)  0.43
H (-0.756685, -3.482546, -1.515446)  0.26
H (0.111547, -3.272235, 0.002959)  0.22
H (1.990671, -3.591697, -3.756919)  0.26
H (2.192377, -1.886753, -4.175230)  0.28
H (0.586437, -2.608299, -4.185345)  0.28
H (3.414046, -3.239251, -1.189236)  0.41
H (2.965331, -2.042713, 0.028031)  0.24
H (3.722307, -1.523329, -1.476821)  0.27
H (-0.394770, -0.389767, -2.151203)  0.44
H (1.196311, 0.326325, -2.134111)  0.41
F (-5.299815, 5.492968, -0.833620)  -0.32
C (-4.221541, 4.766561, -0.499285)  0.72
C (-4.299199, 3.386931, -0.419813)  -0.39
F (-5.463981, 2.773257, -0.679504)  -0.32
C (-3.178916, 2.655428, -0.072459)  0.01
F (-3.326472, 1.325467, -0.010557)  -0.03
C (-1.940980, 3.236921, 0.209482)  0.42
S (-0.518622, 2.319087, 0.664525)  -0.43
C (-1.906310, 4.628004, 0.113764)  0.26
F (-0.772806, 5.298218, 0.355582)  -0.30
C (-3.014054, 5.383889, -0.229362)  0.08
F (-2.925232, 6.720621, -0.306936)  -0.31

Cartesian forces (eV/Å) of the 3 atoms listed first:
-0.2 -0.3 -0.2
0.0 0.1 0.0
-0.1 0.0 0.0

HOMO (alpha / beta)   -4.40 / -4.16 eV
Multiplicity   2
Kohn-Sham gap (alpha / beta)   6.93 / 6.68 eV
Charge   -1

=====

Record 2
The following is a quantum chemistry calculation of 2 unconnected molecules or ions with the total composition C5H13NO, from OMol25.

Last column: Mulliken charge in e.
Atoms and positions in Å:
C (-0.500330, -0.444219, 1.519229)  0.06
C (-0.190527, -0.630568, 3.015531)  -1.37
C (-1.101857, 1.035945, 1.299117)  -1.34
H (0.425935, -0.599635, 0.866429)  0.10
H (-1.162820, -1.192276, 1.075712)  0.28
H (-0.547959, -1.657446, 3.323025)  0.29
H (-0.984253, -0.056734, 3.523546)  0.38
H (-2.123371, 0.919370, 1.299670)  0.33
H (-0.779568, 1.578407, 2.092944)  0.51
H (0.758568, -0.735021, 3.138861)  0.45
H (-0.885512, 1.363962, 0.327926)  0.28
C (1.151165, 1.099474, -2.273571)  -1.10
C (0.165503, -0.017171, -2.300038)  0.71
O (-1.000872, 0.056809, -1.879987)  -0.57
N (0.649026, -1.331981, -2.715900)  -0.42
H (2.143100, 0.972007, -1.747316)  0.33
H (0.854252, 2.027551, -1.755128)  0.30
H (0.081245, -2.121388, -2.456224)  0.23
H (1.554334, -1.626180, -3.086603)  0.18
H (1.493941, 1.359095, -3.267224)  0.37

Cartesian forces (eV/Å) of the 3 atoms listed first:
0.8 1.1 -1.5
-7.9 -2.5 -1.8
1.3 -4.3 -1.2

HOMO   -10.12 eV
Kohn-Sham gap   10.95 eV
SMILES   CC(N)=O.CCC
Charge   0

=====

Record 3
The following is a quantum chemistry calculation of C11H18ClNO in the gas phase, from OMol25.

Last column: Mulliken charge in e.
Atoms and positions in Å:
C (-0.953876, 0.303387, -0.130574)  0.23
C (-1.999713, -0.444010, -0.269823)  -0.68
C (-2.887226, -0.901290, 0.861477)  -0.65
C (4.053265, -0.200523, -0.570681)  -0.64
C (3.007908, -1.237173, -0.164805)  -0.83
C (3.797948, 1.123659, 0.144442)  -0.63
C (-4.232723, -0.161954, 0.839581)  -0.59
C (1.593323, -0.728564, -0.446255)  -0.75
C (2.390498, 1.626801, -0.155523)  -0.64
C (-5.024728, -0.476332, -0.418906)  -0.48
C (1.367185, 0.587091, 0.289967)  0.00
N (-0.007585, 1.119510, 0.066293)  0.61
O (-0.167222, 2.374070, 0.086961)  -0.72
Cl (-6.638988, 0.294536, -0.348537)  -0.22
H (-2.289229, -0.786770, -1.257812)  0.37
H (-5.193351, -1.549204, -0.524411)  0.31
H (-3.062787, -1.975167, 0.769182)  0.34
H (-2.397091, -0.708553, 1.816058)  0.34
H (5.051528, -0.570238, -0.324725)  0.32
H (4.011715, -0.043791, -1.651507)  0.32
H (3.175513, -2.167664, -0.708818)  0.34
H (3.107118, -1.451571, 0.901956)  0.34
H (3.913365, 0.983834, 1.221965)  0.35
H (4.528259, 1.867621, -0.175827)  0.33
H (-4.815097, -0.462189, 1.713779)  0.37
H (-4.057661, 0.913589, 0.901231)  0.35
H (1.470651, -0.565079, -1.519749)  0.35
H (0.860512, -1.475180, -0.131252)  0.44
H (2.193396, 2.569538, 0.356891)  0.35
H (2.278281, 1.801093, -1.228114)  0.32
H (-4.538423, -0.085934, -1.313981)  0.30
H (1.465245, 0.426466, 1.371516)  0.12

Cartesian forces (eV/Å) of the 3 atoms listed first:
0.1 0.2 0.0
-0.2 -0.4 0.0
0.0 0.3 0.0

HOMO (alpha / beta)   -8.42 / -8.42 eV
Kohn-Sham gap (alpha / beta)   9.10 / 9.10 eV
SMILES   [O-][N+](=C=CCCCCl)C1CCCCC1
Charge   0

=====

Record 4
The following is a quantum chemistry calculation of C2H3FO2S in the gas phase, from OMol25.

Last column: Mulliken charge in e.
Atoms and positions in Å:
C (-0.696744, 0.825180, -0.608281)  -0.68
C (0.022406, -1.093733, 0.524897)  -0.23
O (1.638506, 0.016063, -1.160513)  -0.61
O (1.357046, 1.175432, 1.086673)  -0.60
F (-0.670878, -0.961164, 1.603217)  -0.19
S (0.845413, 0.407816, -0.016917)  1.07
H (-1.142260, 0.124368, -1.325828)  0.39
H (-1.294980, 1.376144, 0.166324)  0.38
H (-0.058509, -1.870106, -0.269573)  0.47

Cartesian forces (eV/Å) of the 3 atoms listed first:
-1.9 2.8 0.5
3.1 -1.2 -1.1
0.2 0.3 0.7

HOMO (alpha / beta)   -8.46 / -11.15 eV
Multiplicity   3
Kohn-Sham gap (alpha / beta)   9.08 / 8.63 eV
Charge   0

=====

Record 5
The following is a quantum chemistry calculation of a molecular structure, C21H13N6PmS3, from OMol25.

Last column: Mulliken charge in e.
Atoms and positions in Å:
Pm (-0.200266, 1.671222, -0.689967)  1.05
N (-2.162521, 3.717851, 2.315557)  -0.39
C (-1.066598, 3.237025, 1.707073)  0.47
S (-0.321807, 4.218810, 0.487114)  -0.49
N (-0.732275, 2.002641, 2.118457)  -0.81
N (0.423113, 1.555951, 1.542555)  0.16
C (0.917650, 0.415455, 1.872354)  0.25
C (0.446297, -0.437017, 2.984312)  0.30
C (0.309137, 0.073872, 4.271398)  -0.15
C (-0.123375, -0.750820, 5.296878)  -0.74
C (-0.443070, -2.077825, 5.039075)  -0.39
C (-0.327425, -2.583754, 3.752491)  -0.90
C (0.128065, -1.767849, 2.727655)  0.05
C (2.047632, -0.047539, 1.007379)  0.18
C (2.972102, -0.973651, 1.462111)  -0.56
C (4.006864, -1.350846, 0.618143)  -0.47
C (4.085955, -0.794789, -0.644555)  -0.64
C (3.113823, 0.118334, -1.022958)  -0.23
N (2.115706, 0.482580, -0.225845)  -0.07
H (-2.602485, 4.545511, 1.957761)  0.22
H (-2.652792, 3.113591, 2.954304)  0.24
H (0.537217, 1.113642, 4.464591)  0.43
H (-0.219187, -0.352192, 6.298227)  0.39
H (-0.786108, -2.716014, 5.842980)  0.40
H (-0.592821, -3.610782, 3.540312)  0.41
H (0.210613, -2.162047, 1.720975)  0.39
H (2.875737, -1.386798, 2.455513)  0.50
H (4.740887, -2.074720, 0.946861)  0.44
H (4.872075, -1.059825, -1.336928)  0.39
H (3.129716, 0.557963, -2.013305)  0.41
S (-2.728534, 1.723526, -1.538467)  -0.40
C (-2.152747, 0.684824, -2.836482)  0.27
C (-2.579085, 0.981311, -4.143155)  -0.82
C (-2.210524, 0.215582, -5.227242)  0.65
C (-2.693027, 0.560865, -6.540134)  -0.18
N (-3.078475, 0.856350, -7.581264)  -0.49
C (-1.354736, -0.883356, -5.034984)  0.48
C (-0.900531, -1.171334, -3.765385)  -0.86
C (-1.293279, -0.424186, -2.640531)  0.44
S (-0.699144, -0.960757, -1.066065)  -0.32
C (-0.940932, -1.710545, -6.138962)  -0.18
N (-0.604129, -2.368436, -7.018674)  -0.50
H (-3.228583, 1.832226, -4.297317)  0.55
H (-0.238142, -2.014064, -3.621857)  0.54

Cartesian forces (eV/Å) of the 3 atoms listed first:
-0.2 -0.2 -0.9
0.1 0.0 0.0
-0.2 -0.2 0.1

HOMO (alpha / beta)   -7.85 / -7.84 eV
Multiplicity   5
Kohn-Sham gap (alpha / beta)   6.61 / 6.60 eV
Charge   0

=====

Record 6
The following is a quantum chemistry calculation of a molecular structure, B2CsH8, from OMol25.

Last column: Mulliken charge in e.
Atoms and positions in Å:
Cs (4.951038, -26.623936, -2.097944)  0.82
B (6.622400, -24.593454, -4.229559)  0.14
H (5.737960, -25.289636, -4.676349)  -0.28
H (7.164491, -25.245190, -3.363720)  -0.31
H (7.379586, -24.228366, -5.089806)  -0.23
H (6.112112, -23.652909, -3.636603)  -0.20
B (6.355468, -29.676191, -3.665161)  0.33
H (6.598019, -30.429339, -2.741113)  -0.20
H (5.683172, -28.773521, -3.251165)  -0.65
H (7.379106, -29.229076, -4.127984)  -0.19
H (5.762792, -30.266284, -4.542706)  -0.22

Cartesian forces (eV/Å) of the 3 atoms listed first:
0.4 0.3 -0.5
-0.4 0.1 0.5
-0.4 -0.3 -0.3

HOMO   -5.21 eV
Kohn-Sham gap   6.88 eV
Charge   -1

=====

Number 1: F_max 0.6 eV/Å. Number 2: F_max 8.5 eV/Å. Number 3: F_max 1.1 eV/Å. Number 4: F_max 3.5 eV/Å. Number 5: F_max 1.0 eV/Å. Number 6: F_max 0.7 eV/Å.